1.
Below is C22H44As3AuN2SSi as an isolated structure, with properties calculated with the ωB97M-V functional and the def2-TZVPD basis.

Charge: +2
Largest force on an atom (eV Å⁻¹): 0.8
HOMO-LUMO gap (eV): 6.1
Relative energy (zero: lowest compared OMol25 entry of this formula, charge and spin) (kcal per mole): 0.0
Highest occupied orbital energy (eV): -13.317

Last column: Mulliken charge in e.
Geometry (Å):
Au: 0.02 -0.17 0.01  0.68
C: 2.39 4.85 1.52  -0.99
Si: 3.27 4.29 -0.02  0.24
C: 5.05 4.81 -0.01  -1.07
C: 2.40 4.89 -1.55  -1.00
C: 3.23 2.37 -0.03  0.09
C: 4.41 1.62 -0.07  0.02
C: 4.41 0.23 -0.05  -1.03
C: 3.20 -0.43 0.00  0.15
N: 2.06 0.28 0.02  -0.57
C: 2.06 1.61 0.01  0.61
S: 0.41 2.19 0.01  -0.41
H: 2.39 5.94 1.56  0.36
H: 2.88 4.48 2.42  0.33
H: 1.35 4.52 1.53  0.30
H: 5.09 5.91 -0.03  0.32
H: 5.60 4.45 -0.89  0.33
H: 5.58 4.49 0.89  0.34
H: 2.43 5.98 -1.59  0.36
H: 1.35 4.58 -1.56  0.31
H: 2.88 4.51 -2.46  0.34
H: 5.36 2.14 -0.12  0.45
H: 5.33 -0.34 -0.07  0.43
H: 3.13 -1.50 0.01  0.22
C: -3.75 -0.05 1.05  -1.30
As: -2.40 -0.11 -0.32  0.73
C: -2.71 1.51 -1.32  -1.27
C: -2.89 -1.41 -1.68  -1.72
C: -2.85 -2.92 -1.40  2.10
C: -3.55 -3.57 -2.61  -2.24
C: -1.41 -3.45 -1.38  -1.76
As: -0.06 -2.65 -0.21  0.60
C: -0.25 -3.43 1.54  -1.30
C: 1.52 -3.56 -0.85  -1.38
C: -3.60 -3.25 -0.10  -1.17
As: -4.22 -5.14 0.13  0.32
C: -2.80 -5.87 1.28  -1.09
C: -5.48 -4.75 1.57  -1.17
H: -4.71 -0.15 0.53  0.45
H: -3.69 0.93 1.52  0.51
H: -3.63 -0.82 1.79  0.30
H: -3.74 1.53 -1.65  0.45
H: -2.04 1.53 -2.17  0.42
H: -2.51 2.37 -0.69  0.47
H: -2.24 -1.15 -2.52  0.46
H: -3.90 -1.12 -1.96  0.70
H: -3.16 -3.17 -3.54  0.52
H: -4.63 -3.38 -2.57  0.45
H: -3.41 -4.65 -2.61  0.56
H: -0.98 -3.36 -2.38  0.61
H: -1.40 -4.51 -1.11  0.60
H: -0.30 -4.51 1.45  0.52
H: -1.12 -3.04 2.05  0.27
H: 0.63 -3.15 2.12  0.52
H: 1.26 -4.61 -0.98  0.44
H: 2.31 -3.47 -0.11  0.49
H: 1.86 -3.14 -1.80  0.46
H: -4.53 -2.68 -0.07  0.71
H: -3.00 -2.95 0.78  -0.17
H: -1.89 -6.05 0.72  0.23
H: -3.15 -6.82 1.67  0.50
H: -2.59 -5.21 2.12  0.28
H: -6.36 -4.26 1.17  0.35
H: -5.02 -4.11 2.33  0.33
H: -5.78 -5.69 2.03  0.42
C: 0.83 -0.95 5.67  -1.10
C: -0.06 0.14 5.06  -0.33
C: -0.49 -0.21 3.71  0.11
N: -0.84 -0.52 2.65  -0.24
H: 1.07 -0.69 6.70  0.35
H: 1.76 -1.05 5.12  0.31
H: 0.32 -1.91 5.68  0.32
H: 0.47 1.09 5.01  0.28
H: -0.95 0.29 5.66  0.29

=====

2.
Below is C4H7N3OS as an isolated structure, with properties calculated with the ωB97M-V functional and the def2-TZVPD basis.

Largest force on an atom (eV Å⁻¹): 4.4
HOMO-LUMO gap (eV): 9.1
Relative energy (zero: lowest compared OMol25 entry of this formula, charge and spin) (kcal per mole): 118.8
Highest occupied orbital energy (eV): -8.720

Last column: natural (NBO) charge in e.
Geometry (Å):
C: -0.67 -1.23 -0.12  0.24
C: 0.71 0.66 -0.29  -0.22
C: -0.56 1.43 -0.47  -0.34
C: 1.63 -1.50 0.62  -0.42
N: -2.69 0.66 0.10  0.21
N: 0.50 -0.74 0.02  -0.44
N: -1.61 0.44 -0.52  -0.26
O: -2.86 1.87 0.45  -0.48
S: -1.50 -2.54 -0.14  0.10
H: 1.37 0.67 -1.22  0.20
H: 1.47 1.12 0.48  0.22
H: -0.84 2.23 0.33  0.26
H: -0.59 2.13 -1.36  0.23
H: 1.60 -2.62 0.34  0.24
H: 2.56 -1.00 0.08  0.23
H: 1.48 -1.55 1.69  0.23

=====

3.
Below is an isolated ion of composition C10H17N2O and charge +1, with properties calculated with the ωB97M-V functional and the def2-TZVPD basis.

Charge: +1
Largest force on an atom (eV Å⁻¹): 4.4
HOMO-LUMO gap (spin up / spin down) (eV): 7.0 / 7.0
Relative energy (zero: lowest compared OMol25 entry of this formula, charge and spin) (kcal per mole): 113.3
Highest occupied orbital energy (spin up / spin down) (eV): -13.651 / -13.650

Last column: natural (NBO) charge in e.
Geometry (Å):
C: 0.71 0.21 -1.16  0.16
C: 2.38 -0.31 0.23  0.45
C: -0.42 -1.56 0.14  0.52
C: -0.34 -0.09 -0.31  0.45
C: 0.26 0.96 -2.47  -0.60
C: 3.60 -1.29 0.28  -0.65
C: -1.62 -2.53 -0.23  -0.70
C: -1.90 0.23 1.58  -0.61
C: -0.87 2.20 0.42  -0.60
C: -1.42 0.73 0.23  -0.37
N: 1.95 -0.01 -1.06  -0.32
N: 2.02 0.35 1.21  -0.63
O: 0.46 -1.96 0.86  -0.46
H: 1.25 1.36 -2.86  0.28
H: -0.48 1.68 -2.09  0.23
H: -0.12 0.27 -3.21  0.25
H: 4.45 -0.44 0.33  0.26
H: 3.58 -1.88 -0.59  0.23
H: 3.59 -1.82 1.24  0.24
H: -1.75 -3.16 0.57  0.26
H: -1.18 -3.15 -1.00  0.26
H: -2.48 -2.07 -0.62  0.23
H: -0.97 0.08 2.16  0.24
H: -2.48 -0.62 1.49  0.23
H: -2.61 0.95 2.07  0.26
H: -1.71 2.84 0.54  0.23
H: -0.26 2.71 -0.28  0.23
H: -0.29 2.16 1.37  0.24
H: -2.08 0.82 -0.64  0.31
H: 2.33 0.17 2.21  0.40

=====

4.
Below is the molecule C21H24N4O4, with properties calculated with the ωB97M-V functional and the def2-TZVPD basis.

Largest force on an atom (eV Å⁻¹): 3.5
HOMO-LUMO gap (eV): 7.2
Relative energy (zero: lowest compared OMol25 entry of this formula, charge and spin) (kcal per mole): 79.5
Highest occupied orbital energy (eV): -6.825

Last column: natural (NBO) charge in e.
Geometry (Å):
C: 0.37 -3.31 -0.53  -0.40
N: 1.61 -2.57 -0.38  -0.30
C: 1.78 -1.22 -0.39  0.41
C: 0.68 -0.25 -0.59  0.34
C: -0.63 -0.57 -0.08  -0.42
C: -1.76 0.31 -0.37  -0.17
C: -3.07 -0.43 -0.77  -0.03
C: -3.77 -0.10 -1.93  -0.15
C: -5.03 -0.66 -2.14  -0.22
C: -5.57 -1.56 -1.23  -0.22
C: -4.83 -1.94 -0.11  -0.20
C: -3.54 -1.43 0.08  -0.21
O: 0.84 0.83 -1.25  -0.75
N: 3.13 -1.02 -0.29  -0.31
C: 3.86 0.29 -0.27  0.14
C: 5.34 0.03 0.01  -0.62
C: 3.31 1.18 0.82  -0.62
C: 3.74 0.95 -1.64  -0.65
C: 3.76 -2.24 -0.21  -0.06
C: 2.83 -3.18 -0.27  -0.06
H: 0.64 -4.32 -0.81  0.21
H: -0.14 -3.36 0.43  0.22
H: -0.32 -2.89 -1.28  0.26
H: -0.73 -1.33 0.72  0.18
H: -1.53 1.23 -0.93  0.26
H: -3.34 0.58 -2.67  0.21
H: -5.59 -0.41 -3.03  0.21
H: -6.56 -1.97 -1.37  0.21
H: -5.20 -2.65 0.61  0.21
H: -2.91 -1.77 0.90  0.20
H: 5.81 -0.55 -0.80  0.21
H: 5.86 1.00 0.05  0.24
H: 5.49 -0.46 0.98  0.21
H: 2.27 1.47 0.64  0.26
H: 3.37 0.68 1.80  0.21
H: 3.92 2.10 0.87  0.22
H: 2.69 1.19 -1.86  0.29
H: 4.33 1.88 -1.66  0.21
H: 4.13 0.26 -2.41  0.20
H: 4.83 -2.35 -0.12  0.25
H: 2.93 -4.24 -0.20  0.23
C: -1.87 1.29 1.06  -0.46
C: -0.72 1.89 1.86  0.70
O: 0.24 1.23 2.23  -0.59
N: -0.82 3.22 2.36  -0.67
C: -1.85 4.16 2.14  0.80
O: -1.79 5.35 2.46  -0.60
N: -2.97 3.52 1.58  -0.67
C: -3.08 2.19 1.12  0.69
O: -4.21 1.80 0.88  -0.57
H: -2.16 0.38 1.67  0.28
H: 0.01 3.62 2.83  0.43
H: -3.79 4.13 1.50  0.43

=====

5.
Below is the molecule C4H2ClNO2, with properties calculated with the ωB97M-V functional and the def2-TZVPD basis.

SMILES: O=c1ocncc1Cl
Largest force on an atom (eV Å⁻¹): 2.9
HOMO-LUMO gap (eV): 9.4
Relative energy (zero: lowest compared OMol25 entry of this formula, charge and spin) (kcal per mole): 4.0
Highest occupied orbital energy (eV): -9.691

Last column: natural (NBO) charge in e.
Geometry (Å):
C: 1.03 -0.07 0.02  -0.21
C: 0.34 -1.24 0.00  0.03
C: -1.58 -0.02 -0.03  0.43
C: 0.39 1.26 -0.03  0.72
H: 0.85 -2.21 -0.01  0.23
H: -2.65 0.06 0.12  0.19
N: -1.02 -1.17 -0.08  -0.48
O: -0.99 1.18 0.07  -0.45
O: 0.90 2.30 -0.06  -0.51
Cl: 2.75 -0.10 0.00  0.05

=====

6.
Below is a 2-piece molecular cluster, C5H13NO2 overall, with properties calculated with the ωB97M-V functional and the def2-TZVPD basis.

SMILES: CC(C)N(C)C=O.O
Largest force on an atom (eV Å⁻¹): 2.4
HOMO-LUMO gap (eV): 10.1
Relative energy (zero: lowest compared OMol25 entry of this formula, charge and spin) (kcal per mole): 46.5
Highest occupied orbital energy (eV): -9.353

Last column: natural (NBO) charge in e.
Geometry (Å):
C: -0.43 0.45 -0.67  0.54
N: -0.06 0.69 0.60  -0.44
C: -0.73 1.78 1.33  -0.40
C: 2.26 0.06 1.17  -0.63
C: 0.77 -0.23 1.40  -0.05
C: 0.40 -1.72 1.09  -0.61
O: -0.16 -0.48 -1.39  -0.63
H: -0.93 1.32 -1.15  0.10
H: -0.20 1.95 2.26  0.21
H: -0.56 2.71 0.78  0.21
H: -1.77 1.52 1.49  0.20
H: 2.85 -0.72 0.67  0.22
H: 2.49 1.01 0.68  0.22
H: 2.84 0.00 2.10  0.20
H: 0.81 -0.16 2.49  0.21
H: -0.66 -1.86 0.91  0.22
H: 0.87 -2.23 1.93  0.20
H: 0.91 -1.92 0.15  0.23
H: -1.15 -1.00 -3.23  0.48
H: -1.66 0.42 -3.31  0.46
O: -1.94 -0.48 -3.16  -0.94

=====

7.
Below is a 2-piece molecular cluster, C2H8N2O2 overall, with properties calculated with the ωB97M-V functional and the def2-TZVPD basis.

SMILES: NCNC=O.O
Largest force on an atom (eV Å⁻¹): 0.8
HOMO-LUMO gap (eV): 10.6
Relative energy (zero: lowest compared OMol25 entry of this formula, charge and spin) (kcal per mole): 17.7
Highest occupied orbital energy (eV): -9.916

Last column: natural (NBO) charge in e.
Geometry (Å):
O: -2.72 0.39 -0.60  -0.60
C: -1.65 0.94 -0.46  0.53
N: -0.67 0.51 0.40  -0.64
C: -0.50 -0.89 0.67  -0.06
N: 0.50 -1.48 -0.22  -0.86
H: -1.39 1.88 -0.97  0.11
H: 0.15 1.10 0.42  0.40
H: -1.47 -1.37 0.59  0.20
H: -0.18 -1.00 1.70  0.18
H: 0.75 -2.40 0.13  0.36
H: 0.11 -1.63 -1.14  0.36
H: 2.19 0.61 -0.50  0.49
H: 2.59 1.75 0.44  0.47
O: 2.28 1.58 -0.46  -0.95

=====

8.
Below is CH21O12V as an isolated structure, with properties calculated with the ωB97M-V functional and the def2-TZVPD basis.

Largest force on an atom (eV Å⁻¹): 5.4
HOMO-LUMO gap (eV): 7.1
Relative energy (zero: lowest compared OMol25 entry of this formula, charge and spin) (kcal per mole): 84.3
Highest occupied orbital energy (eV): -10.286

Last column: Mulliken charge in e.
Geometry (Å):
O: -1.66 3.49 -0.61  -0.52
V: -1.87 2.76 0.81  1.51
O: -3.10 1.78 0.63  -0.75
C: -0.23 -0.10 0.35  0.04
O: -0.07 1.29 0.65  -0.42
H: 0.02 -0.34 -0.69  0.00
H: 0.36 -0.81 0.94  0.02
H: -1.27 -0.38 0.51  0.03
O: 1.16 2.55 3.62  -0.66
H: 2.09 2.44 3.84  0.31
H: 1.06 2.09 2.79  0.35
O: -4.13 -0.48 1.67  -0.60
H: -5.07 -0.65 1.69  0.32
H: -4.04 0.31 1.15  0.40
O: 0.71 2.41 -2.09  -0.61
H: 0.68 3.24 -1.62  0.29
H: 0.33 1.78 -1.48  0.29
O: -0.70 -0.78 -3.57  -0.61
H: -1.22 -0.97 -2.79  0.35
H: 0.20 -0.92 -3.30  0.30
O: 2.81 1.84 0.42  -0.65
H: 1.86 1.97 0.42  0.26
H: 2.92 0.88 0.41  0.33
O: -2.70 -1.69 -1.44  -0.62
H: -1.97 -1.88 -0.85  0.30
H: -3.18 -2.52 -1.51  0.30
O: 0.39 -3.44 2.37  -0.61
H: 0.42 -4.23 2.91  0.30
H: 1.16 -2.94 2.64  0.31
O: 2.82 -1.67 -0.06  -0.61
H: 2.97 -2.38 -0.68  0.31
H: 2.02 -1.92 0.41  0.30
O: 2.26 -0.35 -2.85  -0.61
H: 2.91 0.33 -2.67  0.32
H: 2.06 -0.73 -2.00  0.34

=====

9.
Below is C19H17AsF6N3O9RhS2 as an isolated structure, with properties calculated with the ωB97M-V functional and the def2-TZVPD basis.

Largest force on an atom (eV Å⁻¹): 1.3
HOMO-LUMO gap (eV): 7.7
Relative energy (zero: lowest compared OMol25 entry of this formula, charge and spin) (kcal per mole): 24.9
Highest occupied orbital energy (eV): -9.868

Last column: natural (NBO) charge in e.
Geometry (Å):
Rh: -0.67 0.92 -1.39  0.92
F: -4.39 2.85 -3.32  -0.29
C: -3.43 2.87 -2.41  0.73
F: -2.27 2.54 -3.01  -0.32
F: -3.31 4.08 -1.90  -0.29
S: -3.82 1.67 -1.06  2.24
O: -2.57 1.54 -0.29  -0.94
O: -4.96 2.22 -0.42  -0.86
N: -4.15 0.33 -1.85  -1.18
S: -3.06 -0.77 -1.81  2.22
O: -1.87 -0.49 -2.67  -0.93
O: -2.72 -1.26 -0.51  -0.93
C: -3.91 -2.20 -2.60  0.76
F: -4.93 -2.55 -1.85  -0.29
F: -4.31 -1.91 -3.82  -0.29
F: -3.02 -3.19 -2.64  -0.31
O: 0.58 4.43 0.22  -0.55
C: 0.12 3.33 0.37  0.78
O: -0.21 2.60 -0.70  -0.70
C: -0.19 2.81 1.75  -0.16
C: -0.22 3.76 2.77  -0.15
C: -0.49 3.38 4.08  -0.19
C: -0.72 2.04 4.34  0.03
C: -0.69 1.08 3.35  -0.21
C: -0.43 1.48 2.05  -0.12
N: -1.00 1.62 5.73  0.53
O: -1.15 0.43 5.94  -0.38
O: -1.05 2.49 6.58  -0.36
H: -0.02 4.79 2.53  0.25
H: -0.52 4.10 4.88  0.25
H: -0.89 0.05 3.61  0.25
H: -0.44 0.75 1.26  0.19
C: -0.40 -2.59 0.40  -0.95
As: 0.32 -1.11 -0.59  1.39
C: 0.85 -2.02 -2.20  -0.96
C: 1.97 -0.71 0.40  -0.74
C: 3.07 -1.66 0.03  -0.07
C: 3.29 -2.82 0.75  -0.17
C: 4.33 -3.68 0.41  -0.22
C: 5.16 -3.38 -0.66  -0.21
C: 4.94 -2.22 -1.39  -0.20
C: 3.90 -1.36 -1.06  -0.20
H: 0.43 -3.29 0.49  0.24
H: -1.23 -3.04 -0.15  0.27
H: -0.76 -2.28 1.38  0.25
H: 1.44 -2.90 -1.92  0.24
H: 1.43 -1.35 -2.82  0.27
H: -0.05 -2.32 -2.73  0.25
H: 1.72 -0.78 1.46  0.24
H: 2.22 0.32 0.16  0.27
H: 2.66 -3.05 1.61  0.20
H: 4.50 -4.58 0.99  0.22
H: 5.98 -4.04 -0.91  0.22
H: 5.59 -1.98 -2.23  0.22
H: 3.73 -0.46 -1.63  0.22
O: 2.64 2.72 -2.53  -0.52
C: 1.84 1.88 -2.35  0.83
N: 1.13 0.93 -2.15  -0.81

=====

> What is the formula in the first record?

C22H44As3AuN2SSi

=====

> Which value of relative energy (zero: lowest compared OMol25 entry of this formula, charge and spin) does entry 4 give?

79.5 kcal per mole